Entry 1:
Molecular formula: C28H23F3N2O4S4
Method: DFT, wB97M-V/def2-TZVPD

Last column: Löwdin charge in e.
CARTESIAN COORDINATES (ANGSTROEM)
O -0.977066 -1.496000 -5.549015  -0.2668
S -0.972231 -2.460106 -4.485981  0.7101
O 0.188522 -3.260079 -4.207511  -0.3130
C -2.345501 -3.628025 -4.752133  -0.2424
C -1.977378 -4.959920 -4.967346  -0.0585
C -2.955441 -5.924264 -5.233984  -0.0628
C -4.303544 -5.547440 -5.294962  -0.0712
C -4.663168 -4.207926 -5.142202  -0.0612
C -3.678373 -3.245504 -4.893015  -0.0471
N -1.154691 -1.485664 -2.950480  -0.5884
S 0.129088 -1.382501 -1.752656  1.0736
C -0.530450 -2.814541 -0.753460  -0.7826
F -0.163837 -2.552582 0.539266  0.0647
F -0.009659 -3.977945 -1.142486  0.1120
F -1.884607 -2.936584 -0.806174  0.0956
S -2.114051 -0.091486 -2.981106  0.6128
O -1.267623 1.066687 -3.053530  -0.2678
O -3.166549 -0.324586 -3.929960  -0.3013
C -2.861432 -0.222444 -1.369727  -0.2861
C -4.218613 -0.525356 -1.288889  -0.0451
C -4.792125 -0.719394 -0.027567  -0.0613
C -4.031121 -0.552638 1.128618  -0.0573
C -2.681498 -0.208915 1.025175  -0.0693
C -2.099594 -0.045775 -0.223795  -0.1417
H -0.921353 -5.234620 -4.932017  0.1139
H -2.648998 -6.960181 -5.408974  0.1116
H -5.066793 -6.301813 -5.483719  0.1075
H -5.708306 -3.912030 -5.235239  0.1108
H -3.936162 -2.199755 -4.807859  0.0924
H -4.782131 -0.667535 -2.210965  0.1134
H -5.838179 -1.013541 0.035928  0.1077
H -4.468878 -0.719862 2.112629  0.1106
H -2.071795 -0.087067 1.924044  0.1169
H -1.050153 0.202347 -0.333742  0.0403
C 4.113525 0.129812 2.871067  0.0004
N 4.232741 1.507130 2.384996  -0.0960
C 3.183606 2.091919 1.718135  -0.5169
C 1.910097 1.543531 1.559582  -0.1136
C 0.799290 2.272063 2.150418  -0.2477
C 0.958437 3.059088 3.331479  -0.0599
C -0.126798 3.630962 3.984631  -0.0951
C -1.416565 3.518585 3.455731  -0.1015
C -1.593727 2.825274 2.251095  -0.0948
C -0.514194 2.202816 1.627702  -0.0567
S 3.538321 3.776512 1.341890  1.1066
C 4.967753 3.697961 2.354803  -0.4571
C 5.740674 4.779351 2.776819  -0.0874
C 6.816026 4.532667 3.639296  -0.0895
C 7.076184 3.227100 4.103371  -0.0798
C 6.271438 2.148741 3.708517  -0.0172
C 5.230801 2.395854 2.809991  -0.2267
H 3.330047 0.045252 3.628778  0.1048
H 3.856130 -0.531535 2.039285  0.0946
H 5.073001 -0.139826 3.308062  0.0749
H 1.811304 0.553923 1.108693  0.0964
H 1.961340 3.186570 3.747298  0.1027
H 0.026679 4.187448 4.910102  0.1010
H -2.269543 3.972809 3.951636  0.0942
H -2.580663 2.773843 1.784866  0.1035
H -0.643994 1.671624 0.683048  0.0798
H 5.465450 5.768661 2.420740  0.1079
H 7.447031 5.364967 3.948584  0.1013
H 7.917974 3.062250 4.773135  0.1022
H 6.441322 1.141665 4.079095  0.0994

Cartesian forces (eV/Å) of the 3 atoms listed first:
O -0.174 -0.489 0.596
S 0.647 0.450 -0.104
O -0.535 0.389 0.045

The value obtained for the HOMO energy is -6.646 eV. As for the total charge: 0. The value obtained for the frontier orbital gap is 0.2358 Eh. The LUMO energy comes out at -0.23 eV. The structure (SMILES) is O=S(=O)(c1ccccc1)N(SC(F)(F)F)S(=O)(=O)c1ccccc1.CN1/C(=C/c2ccccc2)Sc2ccccc21. As for the spin multiplicity: 1.



Entry 2:
Molecular formula: C5H14
Method: DFT, wB97M-V/def2-TZVPD

Last column: Löwdin charge in e.
CARTESIAN COORDINATES (ANGSTROEM)
C 1.225790 0.149164 2.480071  -0.1236
C 0.289026 -0.075179 1.301966  -0.3335
C -0.718419 -1.180680 1.576107  -0.1262
H 1.591364 -0.802853 2.868953  0.0675
H 0.683287 0.604091 3.306952  0.0713
H 2.099752 0.729826 2.201376  0.0657
H -0.249482 0.855671 1.110839  0.0986
H 0.821371 -0.248551 0.368591  0.0805
H -1.368255 -1.395548 0.723874  0.0598
H -0.270232 -2.102949 1.941833  0.0679
H -1.390081 -0.874025 2.385654  0.0722
C -1.059615 0.288522 -2.406152  -0.1697
C 0.369950 0.808311 -2.609375  -0.1704
H -1.034843 -0.701857 -1.933241  0.0559
H -1.647036 0.976824 -1.803506  0.0611
H -1.477853 0.116455 -3.392372  0.0565
H 0.930458 0.870329 -1.679321  0.0419
H 0.862166 0.184587 -3.356496  0.0610
H 0.342651 1.797865 -3.085754  0.0636

Cartesian forces (eV/Å) of the 3 atoms listed first:
C 0.000 -0.511 -0.028
C -0.220 0.183 -0.097
C -0.607 0.180 0.345

The value obtained for the HOMO energy is -11.349 eV. As for the total charge: 0. The value obtained for the frontier orbital gap is 0.4594 Eh. The LUMO energy comes out at 1.15 eV. The structure (SMILES) is CCC.CC. As for the spin multiplicity: 1.



Entry 3:
Molecular formula: C3H4N4O
Method: DFT, wB97M-V/def2-TZVPD

Last column: Löwdin charge in e.
CARTESIAN COORDINATES (ANGSTROEM)
C 0.675553 -0.183471 2.675700  0.0246
C 0.471536 -1.243852 1.727242  -0.1770
O 0.069600 -1.366743 0.414335  -0.0405
N -0.227270 -0.204406 -0.236825  -0.1030
C -1.363005 0.183069 -0.951748  -0.0540
N -0.964496 1.279764 -1.686136  -0.0024
N 0.426475 1.328459 -1.672092  -0.0511
N 0.887956 0.491989 -0.874141  0.0665
H 0.907162 -0.387228 3.767218  0.0731
H 0.702156 0.772245 2.261719  0.0048
H 0.689297 -2.291728 2.269522  0.1465
H -2.418580 0.035539 -1.035943  0.1125

Cartesian forces (eV/Å) of the 3 atoms listed first:
C -0.527 -4.293 -2.978
C 1.320 0.233 6.202
O 0.029 0.019 0.297

The value obtained for the HOMO energy is -9.646 eV. As for the total charge: 0. The value obtained for the frontier orbital gap is 0.3690 Eh. The LUMO energy comes out at 0.39 eV. The structure (SMILES) is C=COn1cnnn1. As for the spin multiplicity: 1.



Entry 4:
Molecular formula: C8H16NO5
Method: DFT, wB97M-V/def2-TZVPD

Last column: Löwdin charge in e.
CARTESIAN COORDINATES (ANGSTROEM)
C 0.767670 -0.419157 -0.699319  -0.2050
C 1.635242 -0.699488 0.541242  -0.1610
C -0.312228 -1.263861 -1.151548  -0.2423
C -1.812790 -0.620914 -0.949214  -0.2793
C 0.612675 0.351783 0.508591  -0.1910
C -2.249012 -0.356183 0.440398  -0.0894
C 3.153102 -0.340113 0.524606  -0.1946
C -2.876473 0.922568 0.910286  -0.1257
N 1.071082 1.748448 0.576185  0.2111
O -0.495337 -2.546300 -0.511336  -0.0164
O -1.867944 0.520566 -1.727469  -0.0374
O -2.242353 -1.354669 1.337726  0.1440
O 3.404408 0.725853 -0.343776  -0.0886
O -3.718425 1.498718 -0.079842  -0.0443
H 1.254050 0.119358 -1.547563  0.1692
H 1.701995 -1.549196 1.169551  0.1233
H -0.376092 -1.322364 -2.288462  0.1731
H -2.625628 -1.433116 -1.467463  0.2424
H 3.804350 -1.202341 0.157849  0.1567
H 3.308668 0.015572 1.528196  0.1163
H -2.348378 1.731805 1.310529  0.1225
H -3.482185 0.543784 1.711509  0.1385
H 2.046056 1.758211 0.090171  0.1623
H 1.188573 1.810753 1.507824  0.1023
H 0.488230 2.517588 0.245642  0.1704
H 0.317816 -3.022983 -0.607910  0.1000
H -2.529459 1.277225 -1.441378  0.1489
H -1.705267 -2.152160 1.107055  0.1495
H 4.045378 0.449340 -1.008494  0.1208
H -4.618921 1.601625 0.241604  0.1236

Cartesian forces (eV/Å) of the 3 atoms listed first:
C 1.758 0.907 -0.907
C 2.094 1.164 -1.087
C -4.430 -1.155 -1.628

The value obtained for the HOMO energy (alpha / beta) is -10.804 / -10.806 eV. As for the total charge: +1. The value obtained for the frontier orbital gap (alpha / beta) is 0.2425 / 0.2426 Eh. The LUMO energy (alpha / beta) comes out at -4.21 / -4.20 eV. As for the spin multiplicity: 1.



Results for strongest force on any atom: 2.65, 0.96, 6.35, 4.86 (in eV/A, following the order of the records).
Results for DFT total energy: -92069.5203, -5411.9288, -11177.6544, -20270.4138 (in eV, following the order of the records).